[1]
Molecular formula: C20H27N3O6
Method: DFT, wB97M-V/def2-TZVPD

```
! wB97M-V def2-TZVPD RIJCOSX def2/J DEFGRID3
* xyz 0 1
C 5.4372 2.4406 -2.4383
O 5.2896 2.1348 -1.0741
C 4.2583 1.2136 -0.8252
C 4.1800 1.0045 0.6901
O 3.2146 0.0484 1.0604
C 1.8816 0.3645 1.0191
C 1.4034 1.6243 0.7509
C 0.0294 1.9135 0.7504
N -0.3593 3.2011 0.5969
C -1.6344 3.4305 0.7275
N -2.6090 2.5334 0.8486
C -2.2817 1.2484 0.8810
N -3.3037 0.3480 0.9035
C -3.2868 -0.8483 0.0903
C -3.9250 -0.5753 -1.2784
C -5.3544 -0.0418 -1.1253
C -6.2866 -1.1291 -0.6285
O -6.9934 -1.0721 0.3408
O -6.2659 -2.2029 -1.4319
C -5.3595 1.1743 -0.1983
C -4.6493 0.8468 1.1149
C -0.9012 0.8649 0.9603
C -0.3981 -0.4002 1.2887
C 0.9534 -0.6739 1.3234
O 1.2468 -1.9442 1.7350
C 2.4800 -2.5680 1.4496
C 2.6714 -2.7909 -0.0608
O 3.7331 -3.6564 -0.3707
C 5.0143 -3.1189 -0.1454
H 4.5208 2.8828 -2.8478
H 5.6885 1.5462 -3.0216
H 6.2504 3.1595 -2.5064
H 4.4692 0.2524 -1.3231
H 3.2990 1.5897 -1.2133
H 5.1321 0.5969 1.0399
H 4.0141 1.9651 1.1878
H 2.0626 2.4578 0.5760
H -1.9553 4.4646 0.6899
H -2.2647 -1.1870 -0.0659
H -3.8469 -1.6294 0.6155
H -3.9263 -1.4905 -1.8709
H -3.3268 0.1753 -1.7995
H -5.7301 0.2396 -2.1162
H -6.8853 -2.8763 -1.1091
H -6.3845 1.4764 0.0154
H -4.8399 2.0018 -0.6822
H -4.5845 1.7414 1.7326
H -5.2078 0.0735 1.6489
H -1.0573 -1.1965 1.5945
H 3.3163 -2.0053 1.8709
H 2.4121 -3.5407 1.9457
H 2.8080 -1.8204 -0.5605
H 1.7745 -3.2725 -0.4615
H 5.7194 -3.8211 -0.5868
H 5.1233 -2.1407 -0.6283
H 5.2339 -3.0122 0.9216
*
```

Output
LUMO, eV: 0.453
SMILES string: COCCOc1cc2ncnc(N3CCC(C(=O)O)CC3)c2cc1OCCOC

[2]
Molecular formula: C13H19BiIN5OSe
Method: DFT, wB97M-V/def2-TZVPD

```
! wB97M-V def2-TZVPD RIJCOSX def2/J DEFGRID3
* xyz -2 1
C 0.8747 5.6891 -1.4274
I 0.9987 3.5729 -1.4050
H 0.3727 6.0215 -0.5153
H 0.2953 5.9850 -2.3028
H 1.8885 6.0913 -1.5055
C 3.9107 -1.7829 1.6785
C 3.7789 -0.8306 2.6168
N 2.5896 -0.1539 2.3427
C 1.9763 -0.6778 1.2406
N 2.7919 -1.6977 0.8643
H 4.6332 -2.5571 1.4887
H 4.4215 -0.5881 3.4433
C -4.1213 -0.8131 -1.7599
C -2.2192 -0.1528 -0.6946
N -2.8210 -1.1452 -1.4136
H -5.2604 0.9866 -1.2135
N -3.2012 0.7899 -0.5616
H -4.7090 -1.5092 -2.3321
Bi -0.1001 0.0888 0.3493
C 0.9399 0.7339 -1.7716
O 1.3704 0.6165 -2.8399
C -4.3688 0.3859 -1.2102
C -3.0590 2.0365 0.1680
H -3.6721 2.0132 1.0887
H -3.4010 2.8898 -0.4471
H -1.9955 2.1909 0.4415
C -2.3048 -2.4100 -1.8781
H -2.9443 -2.7161 -2.7172
H -2.3603 -3.1933 -1.1116
H -1.2742 -2.3200 -2.2357
C 2.6255 -2.6447 -0.2135
H 3.6300 -2.9617 -0.5107
H 2.1190 -2.1830 -1.0645
H 2.0671 -3.5282 0.1199
C 2.0828 0.9445 3.1379
H 1.2282 1.4018 2.6164
H 2.8668 1.6996 3.3051
H 1.7567 0.5755 4.1227
Se -0.4388 -5.1695 0.9221
C -0.4709 -3.4341 0.6651
N -0.4964 -2.2443 0.5199
*
```

Output
LUMO (alpha / beta), eV: 4.245 / 4.140

[3]
Molecular formula: C18H26N6OPRuSTe2
Method: DFT, wB97M-V/def2-TZVPD

```
! wB97M-V def2-TZVPD RIJCOSX def2/J DEFGRID3
* xyz 1 5
Ru -0.2926 -0.5713 -1.0066
Te 0.2200 -2.9027 -1.8402
C -1.6467 -3.7136 -2.2189
C -2.1130 -4.8541 -1.6256
C -3.3635 -5.2691 -2.1596
C -3.8028 -4.4367 -3.1433
S -2.7175 -3.1551 -3.4304
H -1.5848 -5.3778 -0.8393
H -3.9077 -6.1408 -1.8243
H -4.7153 -4.5092 -3.7170
C 0.9209 0.8135 4.2116
N 0.4744 0.1454 2.9898
C 1.0523 -1.1834 2.7937
P -0.6074 0.8417 1.9854
O -1.1296 -0.1901 0.9937
N 0.1061 2.0678 1.1439
C -0.7587 2.8017 0.2009
C 1.2120 2.8763 1.6482
N -1.8693 1.4596 2.8197
C -2.8059 0.5070 3.4323
C -1.8714 2.7712 3.4602
H 1.9996 0.9851 4.1898
H 0.6918 0.1978 5.0840
H 0.4264 1.7747 4.3393
H 2.1375 -1.1273 2.6831
H 0.6291 -1.6618 1.9181
H 0.8290 -1.8074 3.6621
H -1.6660 2.2401 -0.0066
H -0.2219 2.9734 -0.7322
H -1.0505 3.7735 0.6080
H 1.8736 2.2786 2.2699
H 0.8689 3.7461 2.2145
H 1.7940 3.2404 0.8001
H -2.7452 -0.4592 2.9385
H -3.8240 0.8806 3.3217
H -2.5953 0.3790 4.4982
H -1.1744 3.4469 2.9727
H -1.6158 2.7063 4.5216
H -2.8672 3.2083 3.3814
Te 2.1583 0.0232 -0.7572
C 3.4779 -0.2947 -2.3449
C 4.5886 0.5453 -2.3474
C 5.5543 0.3876 -3.3319
C 5.4109 -0.5996 -4.2971
C 4.2992 -1.4318 -4.2867
C 3.3225 -1.2811 -3.3130
H 4.7064 1.3128 -1.5911
H 6.4195 1.0375 -3.3404
H 6.1679 -0.7202 -5.0616
H 4.1860 -2.1991 -5.0420
H 2.4609 -1.9269 -3.3256
N -4.2630 3.2784 -3.4997
C -4.0315 2.2030 -3.1530
N -3.8180 0.9434 -2.7786
C -2.8818 0.3386 -2.2764
N -2.0475 -0.3719 -1.7919
*
```

Output
LUMO (alpha / beta), eV: -4.553 / -5.693
Expectation value of S²: 6.063

[4]
Molecular formula: C6H10O
Method: DFT, wB97M-V/def2-TZVPD

```
! wB97M-V def2-TZVPD RIJCOSX def2/J DEFGRID3
* xyz 0 1
C 1.7615 0.8940 0.0284
C 1.1621 -0.4888 0.0525
O 0.5801 -0.8085 1.3298
C -0.6996 -1.0138 0.7468
C -1.5179 0.2926 0.6161
C -1.1910 0.3418 -0.8886
C -0.1443 -0.7652 -0.7188
H 0.9775 1.6544 -0.0527
H 2.3065 1.0582 0.9624
H 2.4515 1.0007 -0.8139
H 1.9158 -1.2519 -0.1890
H -1.2117 -1.8577 1.2234
H -1.0526 1.0947 1.1959
H -2.5786 0.2263 0.8710
H -2.0185 -0.0917 -1.4613
H -0.9197 1.2998 -1.3441
H 0.0117 -1.3915 -1.6026
*
```

Output
LUMO, eV: 1.090
SMILES string: C[C@H]1O[C@H]2CC[C@H]21

[5]
Molecular formula: C43H51BN8O6SY
Method: DFT, wB97M-V/def2-TZVPD

```
! wB97M-V def2-TZVPD RIJCOSX def2/J DEFGRID3
* xyz 1 1
Y 0.4678 1.6957 -0.1002
O -3.5383 -4.5419 4.2255
C -2.3023 -4.1190 3.8976
O -1.3815 -4.8840 3.9212
C -2.1416 -2.6844 3.4801
C -0.9002 -2.3133 2.9795
C -0.6838 -1.0307 2.5166
C -1.6987 -0.0811 2.5388
C -2.9359 -0.4417 3.0738
C -3.1491 -1.7267 3.5411
N -1.4196 1.1891 1.9481
C -2.2418 2.1452 2.1062
C -2.0446 3.4548 1.4718
C -2.9697 4.4666 1.6697
C -2.7414 5.7027 1.0840
C -1.5901 5.8801 0.3396
C -0.7195 4.8104 0.1916
N -0.9394 3.6176 0.7372
H -4.1929 -3.8416 4.1327
H -0.1109 -3.0531 2.9520
H 0.2866 -0.7462 2.1419
H -3.7626 0.2537 3.1146
H -4.1273 -1.9523 3.9509
H -3.1301 2.0615 2.7314
H -3.8477 4.2854 2.2756
H -3.4479 6.5117 1.2130
H -1.3630 6.8255 -0.1317
H 0.1920 4.9159 -0.3819
C 4.2396 2.7407 -2.9241
C 3.2722 2.4873 -1.8128
N 2.3988 1.5478 -1.7835
O 2.2785 0.6838 -2.8663
C 3.2733 3.3775 -0.6317
C 4.2341 4.4874 -0.3647
N 2.2757 3.1271 0.1489
O 1.9810 3.8002 1.2048
H 4.1824 2.0075 -3.7230
H 5.2554 2.7193 -2.5266
H 4.0759 3.7357 -3.3409
H 2.3586 1.2001 -3.6807
H 4.9898 4.5833 -1.1403
H 4.7316 4.3257 0.5941
H 3.6950 5.4334 -0.2774
C -4.6812 -3.4233 -2.0813
C -3.8340 -3.5468 -0.8067
C -4.7383 -3.4300 0.4300
C -3.1602 -4.9187 -0.7899
C -2.8234 -2.4094 -0.7672
C -3.2513 -1.0804 -0.8046
C -2.3261 -0.0672 -0.7072
N -1.0141 -0.2830 -0.5642
C -0.5801 -1.5442 -0.5807
C -1.4552 -2.6191 -0.6747
C 0.8865 -1.7222 -0.4126
C 1.5073 -2.9438 -0.5845
C 2.8827 -3.0771 -0.3938
C 3.5731 -1.9253 -0.0452
C 2.8860 -0.7326 0.0947
N 1.5704 -0.6181 -0.0726
C 3.5453 -4.4368 -0.5612
C 2.9492 -5.4011 0.4759
C 3.2658 -4.9618 -1.9771
C 5.0578 -4.3640 -0.3546
H -5.3827 -4.2568 -2.1386
H -4.0521 -3.4457 -2.9728
H -5.2610 -2.4998 -2.0965
H -5.4680 -4.2414 0.4319
H -5.2834 -2.4847 0.4432
H -4.1458 -3.4986 1.3450
H -3.9241 -5.6956 -0.8284
H -2.5802 -5.0751 0.1226
H -2.5053 -5.0575 -1.6528
H -4.2986 -0.8299 -0.9044
H -2.6371 0.9722 -0.7457
H -1.0660 -3.6238 -0.6377
H 0.9244 -3.8041 -0.8781
H 4.6400 -1.9321 0.1199
H 3.4123 0.1739 0.3643
H 1.8723 -5.5208 0.3468
H 3.1317 -5.0453 1.4915
H 3.4091 -6.3850 0.3715
H 2.1997 -5.1102 -2.1546
H 3.7608 -5.9241 -2.1157
H 3.6444 -4.2706 -2.7323
H 5.3126 -4.0319 0.6536
H 5.5314 -3.6937 -1.0746
H 5.4881 -5.3562 -0.4927
O -0.1229 2.6858 -3.5951
B -0.6298 2.6480 -2.2767
O -1.8967 3.2962 -2.2978
C -2.1278 3.7007 -3.5893
C -3.2131 4.3700 -4.1083
C -3.1790 4.6623 -5.4709
C -2.0967 4.2915 -6.2614
C -1.0042 3.6135 -5.7228
C -1.0499 3.3311 -4.3762
H -4.0511 4.6527 -3.4849
H -4.0105 5.1869 -5.9223
H -2.1025 4.5330 -7.3159
H -0.1597 3.3199 -6.3319
C 3.9859 0.8722 5.1627
N 3.1562 2.0387 4.9160
C 2.2962 2.1358 3.8941
N 1.5392 3.2478 3.8408
S 2.1450 0.9036 2.7523
H 4.5991 1.0709 6.0382
H 4.6315 0.6799 4.3078
H 3.3754 -0.0128 5.3407
H 3.1466 2.7620 5.6154
H 1.8153 4.0535 4.3794
H 1.1622 3.4415 2.9215
*
```

Output
LUMO, eV: -3.335

Table of energy above the lowest of the compared OMol25 structures with the same formula, charge and spin (kcal per mole), in record order: 43.4, 0.0, 10.0, 35.7, 69.5
Table of F_max (hartree/bohr), in record order: 0.01598, 0.10372, 0.01912, 0.01380, 0.01814